DFT (wB97M-V/def2-TZVPD) results for C71H61CsF5GeN4P3STe as an isolated structure.

Output
E_LUMO (spin up / spin down) = 3.337 / 3.336 eV
Energy relative to the best compared isomer or geometry (same formula, charge and spin) = 0.0000 eV
Kohn-Sham gap (spin up / spin down) = 4.70 / 3.42 eV
E_HOMO (spin up / spin down) = -1.36 / -0.08 eV

Geometry as ORCA input:
```
! wB97M-V def2-TZVPD RIJCOSX def2/J DEFGRID3
* xyz -2 1
Cs -0.014 0.490 -0.631
F -2.873 -2.041 4.244
Ge -1.909 -1.355 2.697
C -1.715 0.345 4.013
C -1.477 0.131 5.367
C -1.212 1.181 6.228
C -1.198 2.485 5.747
C -1.399 2.720 4.398
C -1.618 1.649 3.530
P -1.801 1.882 1.730
C -3.577 2.320 1.575
C -4.110 2.445 0.293
C -5.451 2.724 0.106
C -6.280 2.892 1.204
C -5.758 2.784 2.482
C -4.417 2.494 2.670
C -1.050 3.545 1.515
C -1.696 4.634 0.934
C -1.014 5.818 0.706
C 0.310 5.947 1.089
C 0.956 4.879 1.693
C 0.294 3.681 1.877
C -1.627 -3.431 2.337
C -2.434 -4.501 2.684
C -1.999 -5.805 2.494
C -0.743 -6.040 1.955
C 0.082 -4.980 1.609
C -0.362 -3.677 1.809
P 0.594 -2.140 1.476
C 2.126 -2.985 0.844
C 2.010 -3.533 -0.438
C 3.072 -4.170 -1.049
C 4.300 -4.228 -0.403
C 4.451 -3.632 0.837
C 3.376 -3.015 1.458
C 1.177 -1.709 3.146
C 1.408 -0.363 3.428
C 1.898 0.035 4.655
C 2.162 -0.916 5.636
C 1.917 -2.255 5.375
C 1.433 -2.655 4.139
C -3.685 -1.107 1.762
C -4.836 -0.668 2.404
C -6.054 -0.641 1.748
C -6.144 -1.062 0.428
C -5.013 -1.514 -0.228
C -3.790 -1.540 0.443
P -2.269 -2.166 -0.365
C -2.704 -3.930 -0.644
C -1.789 -4.732 -1.324
C -2.039 -6.077 -1.536
C -3.211 -6.646 -1.062
C -4.129 -5.860 -0.385
C -3.873 -4.517 -0.166
C -2.575 -1.523 -2.044
C -2.586 -2.303 -3.247
C -2.869 -1.628 -4.489
C -3.094 -0.235 -4.511
C -2.970 0.494 -3.353
C -2.703 -0.152 -2.138
H -1.516 -0.883 5.741
H -1.030 0.991 7.281
H -1.026 3.315 6.422
H -1.381 3.738 4.025
H -3.464 2.331 -0.569
H -5.851 2.808 -0.896
H -7.334 3.093 1.062
H -6.402 2.919 3.342
H -4.017 2.392 3.670
H -2.741 4.562 0.663
H -1.521 6.646 0.227
H 0.843 6.869 0.903
H 1.984 4.985 2.014
H 0.811 2.840 2.323
H -3.408 -4.307 3.119
H -2.631 -6.645 2.770
H -0.395 -7.059 1.816
H 1.066 -5.187 1.203
H 1.042 -3.480 -0.933
H 2.950 -4.617 -2.030
H 5.141 -4.715 -0.877
H 5.418 -3.645 1.327
H 3.501 -2.570 2.438
H 1.186 0.375 2.665
H 2.070 1.085 4.860
H 2.548 -0.610 6.600
H 2.115 -2.996 6.141
H 1.248 -3.702 3.938
H -4.763 -0.359 3.438
H -6.945 -0.303 2.265
H -7.101 -1.056 -0.083
H -5.081 -1.869 -1.252
H -0.870 -4.299 -1.700
H -1.319 -6.683 -2.072
H -3.404 -7.701 -1.210
H -5.054 -6.293 -0.021
H -4.584 -3.921 0.387
H -2.833 -3.354 -3.173
H -3.223 -2.220 -5.321
H -3.362 0.246 -5.442
H -3.125 1.565 -3.366
H -2.665 0.428 -1.222
C 3.868 2.988 1.115
N 3.197 1.928 0.391
C 3.731 0.644 0.809
C 3.330 2.144 -1.045
C 2.350 3.211 -1.558
N 1.378 2.609 -2.442
C 0.570 3.373 -3.132
C -0.240 2.775 -4.157
F -0.102 1.436 -4.357
C -1.081 3.480 -4.971
F -1.772 2.837 -5.948
C -1.245 4.856 -4.859
C -0.505 5.473 -3.862
F -0.653 6.816 -3.696
C 0.354 4.793 -3.037
F 1.000 5.524 -2.080
H 3.528 3.954 0.747
H 4.965 2.939 0.989
H 3.634 2.912 2.179
H 4.800 0.527 0.564
H 3.185 -0.170 0.334
H 3.611 0.541 1.888
H 3.109 1.214 -1.569
H 4.367 2.430 -1.298
H 2.918 3.991 -2.086
H 1.871 3.689 -0.692
H -1.887 5.412 -5.519
N 3.178 -1.372 -3.449
C 4.418 -0.840 -3.286
S 5.354 -1.231 -1.978
N 4.839 -0.079 -4.342
C 5.996 0.701 -4.433
C 6.511 1.406 -3.344
C 7.650 2.172 -3.493
C 8.291 2.265 -4.722
C 7.764 1.589 -5.812
C 6.625 0.818 -5.672
H 2.797 -1.846 -2.642
H 2.505 -0.901 -4.037
H 4.314 -0.184 -5.197
H 6.010 1.344 -2.393
H 8.037 2.713 -2.639
H 9.185 2.865 -4.828
H 8.248 1.663 -6.777
H 6.220 0.287 -6.525
Te -0.598 -2.256 -4.364
*
```